w:
Computed, not measured: the ion C6H13N4 with charge +1, with ωB97M-V with the def2-TZVPD basis set.

Output
SMILES string   C[NH2+]C1=CC=N[C@@](C)(N)N1
Orbital gap   8.89 eV
Charge   +1
HOMO energy   -0.4561 Eh

Atoms and positions in Å:
C (1.606, 0.829, 0.541)
C (0.895, 1.569, 1.617)
C (0.884, 0.005, -0.203)
C (-1.230, 0.365, 1.158)
C (-1.586, -0.599, 2.295)
C (1.140, -0.646, -2.660)
N (-0.374, 1.382, 1.838)
N (-0.446, -0.237, 0.024)
N (-2.236, 1.154, 0.382)
N (1.497, -0.826, -1.203)
H (2.674, 0.950, 0.636)
H (1.394, 2.381, 2.152)
H (-2.314, -1.411, 1.973)
H (-2.089, 0.057, 3.072)
H (-0.796, -1.017, 2.969)
H (0.795, -1.623, -3.015)
H (0.324, 0.166, -2.771)
H (2.003, -0.335, -3.313)
H (-1.110, -0.459, -0.660)
H (-3.177, 0.997, 0.671)
H (-2.010, 2.168, 0.397)
H (2.545, -0.853, -1.261)
H (1.130, -1.682, -0.958)



x:
Computed, not measured: the ion C6H13N4 with charge +1, with ωB97M-V with the def2-TZVPD basis set.

Output
SMILES string   C/C=C1\N[C@H](CN)NC=[NH+]1
Orbital gap   8.74 eV
Charge   +1
HOMO energy   -0.4498 Eh

Atoms and positions in Å:
C (1.088, -0.018, -0.142)
C (0.873, 2.213, 0.945)
C (1.866, -1.189, 0.247)
C (-1.016, 1.160, 0.033)
C (-2.758, -0.126, -1.187)
C (-2.260, 1.091, -0.470)
N (1.612, 1.201, 0.452)
N (-0.413, 2.203, 0.736)
N (3.177, -0.959, -0.226)
N (-0.255, -0.017, 0.084)
H (1.468, 0.148, -1.302)
H (1.264, 3.116, 1.454)
H (1.600, -2.274, -0.106)
H (-2.443, -1.004, -0.569)
H (-2.083, -0.364, -2.122)
H (-3.822, 0.080, -1.423)
H (1.982, -1.191, 1.301)
H (-2.938, 1.925, -0.300)
H (-1.058, 2.908, 1.077)
H (2.586, 1.140, 0.785)
H (3.324, -1.135, -1.271)
H (4.002, -1.170, 0.380)
H (-0.732, -0.940, -0.281)



Short version: x, w, most stable first.



w:
Computed, not measured: an isolated molecule of C6H5FO, with ωB97M-V with the def2-TZVPD basis set.

Output
SMILES string   C=C1C=CC(=O)[C@H]1F
Orbital gap   9.63 eV
Charge   0
HOMO energy   -0.3531 Eh

Atoms and positions in Å:
C (1.117, -0.353, -0.081)
C (-0.018, 0.569, -0.454)
C (-0.032, 1.587, -1.296)
C (-1.172, 0.201, 0.422)
C (-0.987, -0.926, 1.088)
C (0.398, -1.427, 0.797)
H (1.808, 0.114, 0.598)
H (0.768, 1.715, -2.008)
H (-0.877, 2.281, -1.323)
H (-1.996, 0.885, 0.506)
H (-1.777, -1.367, 1.720)
O (0.908, -2.438, 1.163)
F (1.859, -0.843, -1.132)



x:
Computed, not measured: an isolated molecule of C6H5FO, with ωB97M-V with the def2-TZVPD basis set.

Output
SMILES string   O=C1C=C[C@@H]2C[C@]12F
Orbital gap   9.62 eV
Charge   0
HOMO energy   -0.3602 Eh

Atoms and positions in Å:
C (1.000, 0.097, -0.220)
C (0.768, -0.910, 0.889)
C (-0.038, -1.001, -0.335)
C (-1.371, -0.250, -0.425)
C (-1.177, 1.071, -0.299)
C (0.255, 1.376, -0.103)
H (1.540, -1.672, 1.113)
H (0.259, -0.597, 1.847)
H (0.058, -1.739, -1.078)
H (-2.323, -0.685, -0.603)
H (-2.077, 1.785, -0.210)
O (0.851, 2.397, 0.241)
F (2.256, 0.128, -0.816)



Short version: w, x, most stable first.